The following is a quantum chemistry calculation of one molecule with the formula C20H23NO4, from the OMol25 dataset.

Values from the calculation:
Structure (SMILES): CCCOc1ccc([C@H](CC(=O)O)NC(=O)Cc2ccccc2)cc1
Energy above the lowest of the compared OMol25 structures with the same formula, charge and spin in kcal/mol: 12.76
LUMO level in hartree: 0.0255
2S+1: 1
Highest occupied orbital energy in eV: -8.346

XYZ file:
```
48
C20H23NO4 wB97M-V/def2-TZVPD
C -7.117 -2.430 0.679
C -6.982 -1.341 -0.378
C -5.522 -1.090 -0.745
O -4.878 -0.535 0.384
C -3.556 -0.235 0.307
C -2.987 0.311 1.460
C -1.652 0.650 1.489
C -0.847 0.460 0.371
C 0.614 0.856 0.405
C 0.867 2.062 -0.510
C 0.239 3.301 0.073
O 0.079 3.523 1.243
O -0.116 4.171 -0.878
N 1.492 -0.260 0.076
C 1.840 -0.690 -1.154
O 1.490 -0.181 -2.196
C 2.770 -1.907 -1.104
C 4.005 -1.576 -0.318
C 4.196 -2.065 0.968
C 5.323 -1.719 1.694
C 6.271 -0.875 1.143
C 6.087 -0.379 -0.138
C 4.963 -0.727 -0.862
C -1.415 -0.077 -0.775
C -2.754 -0.427 -0.813
H -6.735 -3.377 0.302
H -8.159 -2.563 0.957
H -6.551 -2.157 1.565
H -7.406 -0.409 0.000
H -7.523 -1.624 -1.283
H -5.040 -2.034 -1.032
H -5.462 -0.392 -1.592
H -3.619 0.461 2.321
H -1.230 1.082 2.384
H 0.867 1.163 1.426
H 0.483 1.892 -1.514
H 1.943 2.239 -0.588
H -0.502 4.969 -0.483
H 1.823 -0.798 0.861
H 3.023 -2.165 -2.133
H 2.232 -2.742 -0.652
H 3.465 -2.734 1.403
H 5.461 -2.112 2.691
H 7.150 -0.605 1.709
H 6.825 0.280 -0.572
H 4.817 -0.340 -1.860
H -0.808 -0.227 -1.654
H -3.158 -0.842 -1.722
```


The following is a quantum chemistry calculation of one molecule with the formula C20H23NO4 in a non-equilibrium geometry, from the OMol25 dataset.

Values from the calculation:
Structure (SMILES): CN(C)[C@@H]1COC[C@H]1OC(=O)C(O)(c1ccccc1)c1ccccc1
Energy above the lowest of the compared OMol25 structures with the same formula, charge and spin in kcal/mol: 115.14
LUMO level in hartree: 0.0236
2S+1: 1
Highest occupied orbital energy in eV: -8.494

XYZ file:
```
48
C20H23NO4 wB97M-V/def2-TZVPD
C -1.139 2.737 -3.006
N -1.550 1.394 -3.292
C -0.338 0.553 -3.543
C -2.587 0.892 -2.311
C -3.955 1.601 -2.352
O -4.614 1.274 -1.152
C -3.599 0.860 -0.148
C -2.198 1.115 -0.834
O -1.182 0.145 -0.471
C -0.364 0.456 0.548
O -0.220 1.612 0.979
C 0.433 -0.722 1.223
O -0.606 -1.735 1.381
C 0.927 -0.538 2.729
C 2.322 -0.216 2.846
C 2.906 -0.102 4.092
C 2.075 -0.289 5.214
C 0.712 -0.502 5.051
C 0.084 -0.634 3.859
C 1.497 -1.312 0.353
C 1.881 -2.571 0.612
C 2.892 -3.213 -0.186
C 3.402 -2.466 -1.327
C 2.937 -1.128 -1.496
C 2.118 -0.503 -0.587
H -0.401 2.728 -2.156
H -1.918 3.454 -2.808
H -0.641 3.140 -3.929
H 0.145 0.136 -2.636
H -0.716 -0.276 -4.126
H 0.387 1.094 -4.022
H -2.732 -0.203 -2.386
H -3.935 2.689 -2.292
H -4.473 1.180 -3.290
H -3.638 -0.173 0.171
H -3.664 1.485 0.728
H -1.868 2.117 -0.532
H -0.828 -1.975 0.457
H 3.006 -0.113 2.056
H 4.035 -0.073 4.298
H 2.372 -0.157 6.243
H 0.096 -0.686 5.885
H -0.958 -0.810 3.795
H 1.334 -3.205 1.339
H 3.248 -4.148 0.047
H 4.081 -2.913 -2.113
H 3.285 -0.567 -2.262
H 1.951 0.567 -0.651
```


The following is a quantum chemistry calculation of an isolated ion of composition C20H23SSi and charge +1 in a non-equilibrium geometry, from the OMol25 dataset.

Values from the calculation:
Net charge: +1
LUMO level in hartree: -0.2004
2S+1: 1
Highest occupied orbital energy in eV: -11.998

XYZ file:
```
45
C20H23SSi wB97M-V/def2-TZVPD
C -0.098 0.769 0.798
C -1.418 0.327 1.432
C -2.389 1.312 1.693
C -3.706 0.948 1.968
C -4.044 -0.406 2.069
C -3.044 -1.377 1.977
C -1.734 -1.011 1.642
C 1.223 0.336 1.444
C 2.226 1.309 1.621
C 3.533 0.929 1.930
C 3.838 -0.427 2.099
C 2.820 -1.382 2.065
C 1.506 -0.988 1.770
H -0.112 1.860 0.872
H -2.109 2.373 1.626
H -4.464 1.724 2.093
H -5.083 -0.699 2.227
H -3.264 -2.426 2.132
H -0.982 -1.785 1.496
H 1.968 2.370 1.481
H 4.305 1.701 2.035
H 4.872 -0.731 2.282
H 3.019 -2.432 2.262
H 0.717 -1.732 1.760
C -0.049 3.660 -5.307
Si 1.252 2.720 -4.348
C 2.034 1.486 -5.505
C 2.526 3.910 -3.683
C 0.501 1.820 -2.880
C -0.889 1.696 -2.619
C -1.198 0.991 -1.471
C -0.085 0.428 -0.680
S 1.383 1.103 -1.617
H 0.455 4.250 -6.089
H -0.756 2.975 -5.797
H -0.613 4.350 -4.665
H 2.559 2.027 -6.306
H 2.752 0.855 -4.967
H 1.272 0.840 -5.961
H 2.953 4.505 -4.502
H 2.070 4.600 -2.961
H 3.342 3.376 -3.180
H -1.630 2.132 -3.287
H -2.208 0.865 -1.100
H 0.065 -0.669 -0.792
```


The following is a quantum chemistry calculation of C20H24BF4N2O2RuS2 as an isolated structure in a non-equilibrium geometry, from the OMol25 dataset.

Values from the calculation:
Net charge: +1
Energy above the lowest of the compared OMol25 structures with the same formula, charge and spin in kcal/mol: 11.27
LUMO level (alpha / beta) in hartree: -0.1868 / -0.1974
2S+1: 1
Highest occupied orbital energy (alpha / beta) in eV: -11.066 / -11.068

XYZ file:
```
56
C20H24BF4N2O2RuS2 wB97M-V/def2-TZVPD
Ru 0.094 0.756 -0.271
C -1.502 2.116 0.248
C -0.503 2.847 -0.440
C 0.601 3.055 0.476
C 0.392 2.269 1.620
C -0.873 1.593 1.447
C -1.567 0.764 2.470
C 1.260 2.204 2.826
C 1.731 3.977 0.246
C -0.629 3.499 -1.778
C -2.935 1.951 -0.098
H -2.151 1.411 3.130
H -0.855 0.211 3.080
H -2.245 0.054 2.000
H 1.401 3.215 3.214
H 2.243 1.798 2.597
H 0.805 1.603 3.609
H 1.452 4.945 0.677
H 1.928 4.126 -0.812
H 2.641 3.642 0.740
H -0.627 4.587 -1.676
H -1.553 3.207 -2.273
H 0.212 3.230 -2.417
H -3.501 2.733 0.414
H -3.307 0.987 0.236
H -3.110 2.049 -1.168
O -0.996 -4.478 0.017
C -2.228 -3.964 -0.172
C -3.364 -4.766 -0.113
C -4.619 -4.218 -0.293
C -4.766 -2.857 -0.533
C -3.647 -2.054 -0.587
C -2.366 -2.583 -0.411
C -1.205 -1.696 -0.486
O -1.438 -0.396 -0.343
N -0.006 -2.098 -0.713
N 0.897 -1.058 -0.747
C 2.146 -1.471 -0.854
S 2.501 -3.122 -0.708
C 4.284 -2.946 -1.042
C 4.710 -1.518 -0.783
S 3.546 -0.438 -1.666
H -1.063 -5.425 0.185
H -3.253 -5.827 0.075
H -5.489 -4.858 -0.248
H -5.747 -2.430 -0.682
H -3.752 -0.998 -0.794
H 4.472 -3.236 -2.076
H 4.808 -3.637 -0.384
H 5.693 -1.301 -1.188
H 4.676 -1.276 0.278
F 4.100 2.030 -0.480
B 3.145 1.097 -0.504
F 1.905 1.605 -1.164
F 4.895 0.420 -2.432
F 2.758 0.669 0.754
```